# 1
# C7H16N2O2

A 2-piece molecular cluster, C7H16N2O2 overall at a distorted geometry (ωB97M-V with the def2-TZVPD basis set, the Open Molecules 2025 dataset).

- HOMO level (eV) = -9.3
- SMILES = CCN(C)C(C)=O.CC(N)=O
- gap between HOMO and LUMO (eV) = 9.928
- multiplicity = 1
- net charge = 0
- relative energy (zero: lowest compared OMol25 entry of this formula, charge and spin) (kcal/mol) = 61.24

```
27
C7H16N2O2 (ωB97M-V with the def2-TZVPD basis set)
O -1.4032 1.2745 -2.7698
O 1.9139 1.2352 2.9137
N 0.8473 -0.0388 1.2431
N 0.7510 0.8718 -3.2318
C -0.8261 -0.9789 -2.4156
C 1.8993 -0.0686 0.2920
C 0.9380 0.8163 2.2905
C -0.5006 0.4863 -2.6829
C -1.5304 -0.9542 0.6215
C -0.3646 1.4957 2.8963
C -0.1213 -1.1513 1.2114
H -0.3693 -1.3336 2.2473
H -2.0825 -1.9324 0.6116
H -0.8408 -1.3375 -3.4315
H 1.6935 -0.2647 -0.7099
H 1.6984 0.7284 -2.9288
H -0.1604 -1.5133 -1.7511
H -1.2053 1.1723 2.2284
H -2.3771 -0.7345 1.3113
H -0.0636 2.4923 2.6195
H 0.2666 -1.9474 0.5633
H 2.2715 0.9705 0.0686
H 2.7163 -0.7377 0.5270
H 0.6351 1.7739 -3.6897
H -1.6494 -0.4908 -0.2985
H -0.4568 1.2680 3.9834
H -1.6794 -1.1017 -1.7193
```


# 2
# C11H13N2O7

A 2-piece molecular cluster, C11H13N2O7 overall at a distorted geometry (ωB97M-V with the def2-TZVPD basis set, the Open Molecules 2025 dataset).

- HOMO level (eV) = -2.4
- gap between HOMO and LUMO (eV) = 1.920
- multiplicity = 1
- net charge = -1

```
33
C11H13N2O7 (ωB97M-V with the def2-TZVPD basis set)
O -2.3072 -0.7660 -1.9446
O -3.1505 3.0028 2.4548
O -4.1644 4.4403 3.7459
O 3.0480 -4.4347 -0.4517
O 2.7785 -3.6262 1.7971
O -2.7118 -1.7291 -4.1785
O -3.0145 2.7255 4.4519
N 0.6327 1.8223 2.2517
N 0.5970 0.7896 -1.3061
C 2.5690 -3.4030 0.4852
C -3.4811 3.4449 3.5612
C 1.8752 -2.0536 -0.1430
C -0.7244 1.2163 1.9683
C 1.2872 0.7421 0.0420
C 1.9618 -0.6224 0.7122
C 1.4139 2.1174 0.9778
C 1.0726 -1.9720 -1.5899
C 0.4700 -0.5035 -2.0955
C -1.8722 -0.9861 -3.2144
C -0.3434 -0.4134 -3.5514
H -1.4210 1.4315 2.9133
H -0.7198 0.0401 1.8499
H 0.9260 -2.9317 -2.2534
H 1.1900 1.2531 2.9295
H 2.5619 2.2923 1.1815
H 0.2336 -1.1154 -4.2895
H -0.3873 0.7076 -3.9574
H 0.2373 1.7247 -1.6250
H 2.4988 -0.5681 1.7644
H -1.2002 1.7242 1.0216
H 2.6375 -5.3299 -0.2648
H -3.4935 -2.0543 -3.6081
H 1.0002 3.0347 0.3649
```


# 3
# C2H8

A 2-piece molecular cluster, C2H8 overall at a distorted geometry (ωB97M-V with the def2-TZVPD basis set, the Open Molecules 2025 dataset).

- HOMO level (eV) = -12.3
- SMILES = C.C
- gap between HOMO and LUMO (eV) = 13.491
- multiplicity = 1
- net charge = 0
- relative energy (zero: lowest compared OMol25 entry of this formula, charge and spin) (kcal/mol) = 5.52

```
10
C2H8 (ωB97M-V with the def2-TZVPD basis set)
C 0.6528 -1.1661 -1.0039
C -0.6526 1.1660 1.0040
H -1.6767 0.9154 1.3178
H 0.7019 -0.6266 -0.0465
H -0.2031 1.8550 1.7343
H -0.6796 1.6465 0.0149
H 1.3200 -0.6820 -1.7322
H -0.3797 -1.1459 -1.3829
H 0.9679 -2.2092 -0.8538
H -0.0509 0.2468 0.9483
```


| no. | LUMO level (eV) |
| --- | --- |
| 1 | 0.61 |
| 2 | -0.43 |
| 3 | 1.18 |